Record 1
Molecular formula: C5H10N2O
Method: DFT, ωB97M-V with the def2-TZVPD basis set

```
! RIJCOSX wB97M-V def2-TZVPD def2/J DEFGRID3
* xyz 1 2
O -3.042 1.280 0.574
N 2.430 -1.532 0.118
N 1.094 0.248 0.377
C 0.697 -0.441 -0.715
C 2.133 -0.444 0.876
C 1.545 -1.556 -0.893
C -0.457 -0.045 -1.541
C -1.766 1.574 1.198
H 3.218 -2.139 0.284
H -0.383 -0.488 -2.532
H 1.481 -2.316 -1.658
H -1.405 0.933 1.997
H -1.034 1.682 0.409
H 2.577 -0.156 1.814
H -1.272 -0.465 -0.929
H -3.143 0.342 0.561
H -0.601 1.025 -1.642
H -2.073 2.496 1.703
*
```

As for the HOMO energy (alpha / beta): -13.224 / -13.219 eV. The calculation puts the LUMO energy (alpha / beta) at -4.01 / -8.14 eV.



Record 2
Molecular formula: C5H10N2O2
Method: DFT, ωB97M-V with the def2-TZVPD basis set

```
! RIJCOSX wB97M-V def2-TZVPD def2/J DEFGRID3
* xyz 0 1
O -2.315 0.425 0.250
O -0.625 1.771 -0.446
N 0.923 -0.635 -0.647
N -0.385 -0.610 -0.425
C 0.748 1.796 0.384
C -1.041 0.488 -0.129
C -2.970 -0.696 -0.130
C 1.679 0.701 -0.437
C 1.676 -1.635 0.249
H -2.204 -1.245 -0.980
H 0.632 2.035 1.625
H 1.032 -2.532 0.304
H 1.616 -1.145 1.209
H 1.169 2.697 0.009
H -3.274 -1.502 0.778
H 2.737 0.733 0.264
H 2.871 -1.701 0.156
H 1.662 1.399 -1.366
H -3.931 -0.344 -0.668
*
```

As for the HOMO energy: -7.933 eV. Its SMILES is COC1=NN(C)CCO1. The calculation puts the LUMO energy at 0.85 eV.



Record 3
Molecular formula: C5H10N2O2
Method: DFT, ωB97M-V with the def2-TZVPD basis set

```
! RIJCOSX wB97M-V def2-TZVPD def2/J DEFGRID3
* xyz 0 1
O -1.905 1.323 -1.183
O 0.699 2.022 -0.772
N 1.234 -1.714 0.307
N -0.889 0.357 -1.022
C -1.398 -0.398 2.631
C -0.449 -0.368 1.531
C 0.548 -0.676 0.856
C 1.272 0.180 -2.132
C 0.529 0.675 -1.093
H -2.190 -1.137 2.499
H -1.087 -0.635 -1.138
H 2.097 0.723 -2.564
H -1.484 2.193 -1.151
H 1.246 -2.600 0.793
H -0.884 -0.663 3.560
H 1.177 2.450 -1.491
H -1.845 0.581 2.815
H 1.183 -0.861 -2.391
H 2.146 -1.454 -0.056
*
```

As for the HOMO energy: -6.780 eV. Its SMILES is C=C(O)NO.CC#CN. The calculation puts the LUMO energy at 0.50 eV.